The following is a DFT calculation (ωB97M-V with the def2-TZVPD basis set) of a molecular structure, C28H24AsF6GeNO2ReSSe.

Positions of all 66 atoms, in Å:
Re -2.934 0.374 -2.592
Se -1.552 2.185 -3.182
C 0.287 1.755 -3.134
C 0.759 0.473 -3.411
C 2.124 0.249 -3.391
C 2.997 1.291 -3.099
C 2.516 2.569 -2.844
C 1.154 2.815 -2.868
H 0.069 -0.325 -3.651
H 2.511 -0.739 -3.601
H 4.062 1.107 -3.077
H 3.203 3.375 -2.627
H 0.771 3.808 -2.673
S -1.799 -3.841 -1.362
C -1.950 -2.338 -1.689
N -2.068 -1.160 -1.945
O -4.490 1.472 0.987
C -3.626 0.915 0.413
O -3.684 0.941 -1.013
C -2.477 0.132 0.971
C -1.155 0.871 0.763
Ge 0.374 -0.033 1.625
C -0.045 -0.378 3.492
C 0.622 0.309 4.504
C 0.316 0.078 5.839
C -0.661 -0.845 6.179
C -1.332 -1.541 5.183
C -1.023 -1.309 3.851
C 0.806 -1.700 0.703
C 1.222 -1.639 -0.627
C 1.690 -2.765 -1.286
C 1.731 -3.986 -0.622
C 1.305 -4.067 0.696
C 0.854 -2.929 1.356
C 1.912 1.150 1.470
C 1.781 2.517 1.230
C 2.898 3.342 1.180
C 4.164 2.805 1.360
C 4.311 1.444 1.591
C 3.193 0.626 1.647
H -2.450 -0.867 0.533
H -2.689 0.022 2.034
H -1.227 1.859 1.226
H -0.936 1.032 -0.297
H 1.389 1.032 4.253
H 0.843 0.620 6.613
H -0.899 -1.025 7.219
H -2.092 -2.266 5.444
H -1.548 -1.875 3.088
H 1.221 -0.683 -1.139
H 2.026 -2.700 -2.314
H 2.098 -4.868 -1.130
H 1.345 -5.013 1.220
H 0.555 -3.003 2.395
H 0.800 2.960 1.100
H 2.778 4.405 1.014
H 5.035 3.447 1.329
H 5.297 1.021 1.737
H 3.323 -0.436 1.831
F -4.448 1.386 -3.810
As -4.960 -0.128 -4.765
F -4.577 0.679 -6.187
F -6.570 0.307 -4.670
F -5.121 -1.656 -5.434
F -4.930 -0.804 -3.109
F -3.101 -0.452 -4.529

Spin multiplicity: 3
DFT total energy (eV): -246977.01213
Energy above the lowest of the compared OMol25 structures with the same formula, charge and spin (kcal per mole): 0.00
HOMO level (spin up / spin down) (eV): -11.5 / -11.5
Charge: +1

In elementary charge units, the Löwdin charges are:
1 Re 1.420
2 Se 0.999
3 C -0.585
4 C -0.125
5 C -0.067
6 C -0.028
7 C -0.047
8 C -0.113
9 H 0.096
10 H 0.112
11 H 0.121
12 H 0.120
13 H 0.109
14 S 0.898
15 C -0.834
16 N -0.150
17 O 0.204
18 C -0.470
19 O -0.286
20 C -0.174
21 C -0.244
22 Ge 1.019
23 C -0.271
24 C -0.095
25 C -0.073
26 C -0.075
27 C -0.077
28 C -0.134
29 C -0.271
30 C -0.132
31 C -0.097
32 C -0.097
33 C -0.084
34 C -0.096
35 C -0.283
36 C -0.111
37 C -0.089
38 C -0.082
39 C -0.076
40 C -0.102
41 H 0.098
42 H 0.119
43 H 0.084
44 H 0.034
45 H 0.098
46 H 0.108
47 H 0.108
48 H 0.107
49 H 0.097
50 H 0.075
51 H 0.095
52 H 0.109
53 H 0.110
54 H 0.095
55 H 0.091
56 H 0.104
57 H 0.106
58 H 0.107
59 H 0.107
60 F -0.362
61 As 0.850
62 F -0.146
63 F -0.130
64 F -0.141
65 F -0.275
66 F -0.377